85
Properties=species:S:1:pos:R:3:forces:R:3 method="wB97M-V/def2-TZVPD" orbital_gap_ev=5.87 total_charge=-1 molar_mass_g_mol=830.200
C -3.6762 1.2409 3.3255 0.2 -0.4 -0.2
N -2.2886 0.7825 3.5649 -0.6 1.2 0.4
C -1.4067 1.9050 4.0009 1.5 -0.8 -0.1
In 0.7285 1.3681 3.3971 -0.6 0.2 0.4
N 1.0951 2.4395 1.5841 0.0 -0.1 -0.1
C 2.0564 2.2556 4.9964 0.2 -0.7 -0.2
C 3.1365 1.3526 5.6260 -1.0 1.6 1.1
C 2.6015 0.6348 6.8893 0.8 0.0 -0.3
Br 4.0250 0.1165 4.3873 0.1 0.0 0.2
C 0.7696 -0.8618 3.2247 0.2 -0.7 -0.5
C 1.3453 -1.4394 1.9141 -0.6 1.3 0.4
C 2.2836 -0.5151 1.1127 0.4 -1.1 -0.1
I 2.3193 -3.3895 2.2829 0.0 0.0 -0.1
H -3.9223 1.0628 2.2696 -0.2 0.0 0.2
H -3.7923 2.3158 3.5055 0.0 -0.1 0.1
H -4.3950 0.7013 3.9575 0.0 0.1 -0.2
H -2.2973 0.1531 4.3578 0.0 -0.2 -0.2
H -1.6360 2.8602 3.5227 -0.3 -0.2 0.1
H -1.3688 1.9987 5.0983 -0.4 0.4 -0.2
H 0.6178 3.3365 1.6266 0.1 0.0 0.1
H 2.0817 2.6561 1.4661 -0.1 0.0 0.0
H 2.4929 3.1798 4.5978 0.1 -0.2 -0.1
H 1.4035 2.5603 5.8252 0.0 0.0 -0.2
H 3.9231 2.0179 5.9971 0.3 -0.4 -0.4
H 2.1873 -0.3514 6.6722 0.0 0.1 0.1
H 1.8679 1.2603 7.4044 -0.1 -0.1 -0.3
H 3.4487 0.5637 7.5834 -0.2 -0.5 0.0
H -0.2644 -1.2270 3.2990 0.1 0.1 0.1
H 1.3106 -1.3265 4.0558 0.0 0.5 0.1
H 0.4966 -1.6885 1.2737 0.3 -0.3 0.0
H 3.0526 -1.1398 0.6419 -0.1 0.3 -0.3
H 1.6984 -0.0035 0.3453 0.1 0.1 0.2
H 2.8146 0.2166 1.7212 -0.2 -0.1 0.1
O -0.2663 -8.9002 -2.4240 2.7 -0.9 1.7
P 0.7658 -7.9165 -2.8720 -3.6 3.9 -4.5
O 0.1311 -6.4622 -2.4730 0.7 -0.8 0.5
C -0.5115 -6.2576 -1.2134 -0.3 0.3 0.4
C 0.4283 -5.5932 -0.2262 0.1 -0.2 -0.2
O 0.5222 -7.9287 -4.4889 0.6 -0.2 0.3
C -0.1098 -9.0359 -5.1243 -0.3 0.0 -0.1
C -1.5710 -8.7307 -5.3850 -0.1 0.1 0.0
O 2.2644 -7.2964 -3.1817 0.0 -2.4 1.8
C 3.1738 -7.0736 -2.0998 0.5 0.4 0.3
C 3.2652 -8.2483 -1.1494 -0.2 -0.1 -0.1
H -0.8932 -7.1919 -0.7979 0.0 -0.1 -0.2
H -1.3690 -5.6079 -1.3984 0.0 0.0 -0.1
H 1.2302 -6.2797 0.0599 0.0 0.0 0.1
H -0.0987 -5.2999 0.6814 0.0 0.0 0.0
H 0.8935 -4.7090 -0.6616 -0.1 0.0 0.0
H 0.0049 -9.9462 -4.5361 -0.1 0.1 0.1
H 0.4054 -9.1996 -6.0739 0.1 0.1 0.0
H -2.0799 -8.4237 -4.4714 0.1 -0.1 0.1
H -2.0838 -9.6025 -5.7963 0.0 0.0 0.0
H -1.6644 -7.9047 -6.0923 0.0 0.0 0.0
H 2.8977 -6.1565 -1.5732 -0.1 -0.1 0.0
H 4.1522 -6.8953 -2.5482 -0.1 0.0 -0.2
H 2.3073 -8.4269 -0.6462 0.1 0.0 0.0
H 4.0187 -8.0646 -0.3837 0.0 0.0 0.0
H 3.5267 -9.1604 -1.6898 0.1 0.0 0.0
O -3.0596 7.4662 -2.0091 -0.7 -2.2 -2.5
P -1.6963 6.9790 -2.3815 4.0 3.6 4.5
O -1.1100 6.3315 -0.9998 -0.6 -0.4 -1.0
C -1.9268 5.5092 -0.1629 -0.1 -0.4 0.5
C -1.6569 4.0380 -0.4111 0.1 0.1 -0.3
O -0.8709 8.3896 -2.4400 -0.1 -0.4 -0.6
C -1.5504 9.6266 -2.6301 0.0 0.2 0.2
C -1.7331 10.3370 -1.3042 0.1 0.0 0.2
O -0.4992 6.3327 -3.3186 -2.8 -0.4 -1.0
C -0.6108 4.9824 -3.7747 0.3 -0.6 -0.1
C -1.9740 4.6603 -4.3497 -0.1 0.2 0.1
H -2.9883 5.7242 -0.2983 0.1 0.2 -0.1
H -1.6722 5.7585 0.8686 0.1 0.1 -0.1
H -2.0179 3.7438 -1.4021 -0.1 0.0 0.0
H -2.1649 3.4179 0.3284 0.0 0.0 0.0
H -0.5887 3.8223 -0.3725 0.0 -0.1 0.1
H -2.5054 9.4785 -3.1340 0.0 -0.1 0.1
H -0.9296 10.2372 -3.2905 0.1 -0.1 0.0
H -2.2266 9.6938 -0.5758 -0.1 0.0 -0.1
H -2.3251 11.2463 -1.4275 0.0 0.0 0.0
H -0.7631 10.6064 -0.8827 0.0 0.0 -0.1
H -0.3499 4.2998 -2.9618 -0.1 0.1 0.1
H 0.1471 4.8524 -4.5488 0.0 0.2 0.1
H -2.7554 4.7376 -3.5845 0.0 -0.1 0.0
H -1.9924 3.6462 -4.7488 0.0 0.0 0.0
H -2.2283 5.3585 -5.1497 0.0 0.0 0.0

9
Properties=species:S:1:pos:R:3:forces:R:3 method="wB97M-V/def2-TZVPD" e_above_lowest_kcal_mol=134.2 orbital_gap_ev=9.43 molar_mass_g_mol=77.086
C -2.2073 -0.4307 0.6012 -1.1 -0.7 0.8
C -0.9163 -0.4817 0.4138 3.5 -0.1 -0.1
C -0.6799 1.1941 0.1548 1.6 2.4 -0.1
C 0.7561 -0.0785 0.5126 -3.5 0.8 -1.5
C -1.7196 0.6681 -0.4290 -1.8 -1.1 0.0
N 0.5076 1.3790 0.4735 -0.2 0.7 0.3
H 1.2858 -0.3132 1.3450 0.8 -1.3 2.8
H 1.3059 -0.2715 -0.3575 0.6 -1.0 -1.3
H -1.9406 0.5747 -1.4599 0.0 0.4 -0.9

36
Properties=species:S:1:pos:R:3:forces:R:3 method="wB97M-V/def2-TZVPD" e_above_lowest_kcal_mol=1.8 orbital_gap_ev=8.13 total_charge=-1 molar_mass_g_mol=468.181
Ag -0.1728 2.2738 -1.3459 0.0 0.0 0.0
C -1.9070 -3.1826 3.7598 0.0 0.0 0.0
C -1.7024 -2.6315 2.3743 0.0 0.0 0.0
C -1.1865 -3.4200 1.3555 0.0 0.0 0.0
C -0.9944 -2.9045 0.0783 0.0 0.0 0.0
C -1.3202 -1.5865 -0.1840 0.0 0.0 0.0
C -1.8452 -0.7828 0.8230 0.0 0.0 0.0
C -2.0326 -1.3058 2.0879 0.0 0.0 0.0
S -1.0387 -0.8728 -1.7913 0.0 0.1 0.0
O -2.2064 -0.0903 -2.1053 0.0 -0.1 0.0
O -0.6934 -1.9757 -2.6599 0.0 0.0 0.0
N 0.1590 0.1595 -1.5649 0.0 -0.1 0.0
C 1.4420 -0.2385 -1.2486 0.1 0.1 0.0
C 1.9510 -1.5486 -1.3374 0.0 0.0 0.0
C 3.2680 -1.7728 -1.0008 0.0 0.0 0.0
C 4.0750 -0.7180 -0.5942 0.0 0.0 0.0
C 3.4928 0.5364 -0.5432 0.0 0.0 0.1
N 2.2217 0.7783 -0.8411 0.0 -0.1 -0.1
H -1.6189 -4.2323 3.8126 0.0 0.0 0.0
H -2.9523 -3.1032 4.0644 0.0 0.0 0.0
H -1.3121 -2.6327 4.4916 0.0 0.0 0.0
H -0.9315 -4.4540 1.5584 0.0 0.0 0.0
H -0.6124 -3.5250 -0.7204 0.0 0.0 0.0
H -2.1050 0.2440 0.5990 0.0 0.0 0.0
H -2.4427 -0.6778 2.8710 0.0 0.0 0.0
H 1.3281 -2.3473 -1.7053 0.0 0.0 0.0
H 3.6704 -2.7770 -1.0699 0.0 0.0 0.0
H 5.1152 -0.8583 -0.3344 0.0 0.0 0.0
H 4.0730 1.4008 -0.2354 0.0 0.0 0.0
F -0.0176 7.5894 -1.6154 0.0 0.0 0.0
C -0.7282 6.5838 -1.0865 0.0 0.0 0.0
F -0.7284 6.7677 0.2497 0.0 0.0 0.0
F -2.0018 6.7429 -1.5040 0.0 0.0 0.0
C -0.1764 5.1803 -1.4735 -0.1 0.0 -0.1
O 0.7609 5.1264 -2.2525 0.0 0.0 0.0
O -0.8303 4.2550 -0.9111 0.0 0.1 0.1

23
Properties=species:S:1:pos:R:3:forces:R:3 method="wB97M-V/def2-TZVPD" e_above_lowest_kcal_mol=249.6 orbital_gap_ev=10.30 molar_mass_g_mol=190.155
C 0.3637 3.0169 0.2214 0.6 0.0 -1.3
O 0.8268 1.5935 0.1157 0.6 2.2 -1.5
C 0.0568 0.5691 0.4953 -1.6 0.9 3.0
C 0.5015 -0.8401 0.3960 -1.2 0.0 0.5
C 0.2761 -1.7998 1.5713 5.6 0.7 -1.4
N 1.7031 -1.2121 -0.3771 -2.2 -1.2 0.0
O 2.7052 -0.7506 0.0557 2.0 0.3 -0.2
O 1.5339 -2.0588 -1.2544 0.9 0.7 0.6
C -0.6735 -0.3049 -0.4689 1.7 -1.2 1.5
C -0.4889 -0.2472 -1.9133 2.2 2.3 -1.0
N -1.9557 -0.7154 -0.0396 -3.0 0.3 -0.6
O -2.3968 -0.5796 1.1025 0.9 -0.3 -0.6
O -2.6425 -1.0476 -0.9938 -0.7 -0.7 0.6
H 1.3483 3.5889 -0.0631 -2.0 -1.0 1.2
H -0.0106 3.0451 1.2560 0.4 0.8 -0.3
H -0.4626 3.4895 -0.5105 1.6 -1.9 1.3
H -0.5804 0.7494 1.4745 1.3 -0.3 -1.9
H 0.4299 -2.7905 1.2396 -0.6 -1.3 -0.4
H -0.5585 -1.5731 2.0464 -4.0 0.5 1.9
H 1.1090 -1.6767 2.3222 -0.6 0.3 -0.7
H -0.3082 -1.2143 -2.4123 -0.6 0.6 0.2
H 0.5223 0.3475 -1.9607 -1.8 -0.9 -0.6
H -1.2988 0.4108 -2.3031 0.7 -0.8 -0.3

6
Properties=species:S:1:pos:R:3:forces:R:3 method="wB97M-V/def2-TZVPD" e_above_lowest_kcal_mol=6.2 orbital_gap_ev=10.39 molar_mass_g_mol=74.108
N -1.2684 0.0733 -2.6923 1.4 0.5 4.0
C -0.7699 0.2379 -1.6216 -0.5 0.3 -3.7
N -0.0573 0.4750 -0.4975 0.1 -1.4 0.4
S 0.7513 -0.8984 0.2146 -0.4 0.3 -0.3
H 0.5436 1.2652 -0.3405 -0.5 0.6 -0.8
H -0.2073 -1.0877 1.1138 -0.1 -0.3 0.4

5
Properties=species:S:1:pos:R:3:forces:R:3 method="wB97M-V/def2-TZVPD" e_above_lowest_kcal_mol=1.9 orbital_gap_ev=7.88 total_charge=-2 molar_mass_g_mol=315.243
Ca 14.9315 11.9973 10.5286 0.1 0.9 0.9
Cl 12.6696 13.1669 9.8297 0.0 -0.1 0.0
Br 15.5213 10.1360 8.7131 0.2 -0.5 -0.5
Br 16.7788 14.2866 11.0725 -0.1 -0.2 -0.2
Br 15.2119 10.8589 13.1837 -0.1 0.0 -0.2

156
Properties=species:S:1:pos:R:3:forces:R:3 method="wB97M-V/def2-TZVPD" orbital_gap_ev=7.31 total_charge=-1 molar_mass_g_mol=1036.416
C -3.6612 3.9756 1.9241 0.1 -0.1 0.1
C -2.2048 3.5209 1.7391 -0.2 -0.2 0.4
C -2.0320 2.0323 2.0653 -0.2 -0.2 -0.4
C -0.8598 1.3798 1.3387 0.1 0.3 0.4
O -1.2176 0.0479 1.0063 0.1 0.0 0.0
C -0.1859 -0.7755 0.4991 -0.2 -0.1 -0.4
C -0.6645 -1.3129 -0.8560 -0.4 0.0 0.3
C -0.8182 -0.2025 -1.8828 -0.2 -0.1 -0.1
C -1.1535 -0.7077 -3.2885 0.3 0.4 0.1
O -2.5388 -0.7838 -3.5760 -0.2 -0.3 -0.3
C -3.2073 -1.8547 -2.9363 0.6 0.2 0.5
O 1.0118 -0.0906 0.3508 0.1 -0.1 0.1
B 2.1436 -1.0172 0.5732 -0.4 0.5 -0.1
C 3.1139 -0.1986 1.6939 0.1 0.1 0.0
C 4.5751 -0.3337 1.6026 0.4 0.6 -0.1
O 5.3846 0.4604 1.2111 -0.3 -0.6 0.1
F 5.0168 -1.5319 2.0693 0.1 -0.2 0.1
P 3.3820 -1.3271 -0.9607 0.2 -0.3 0.0
O 3.2792 0.1459 -1.7223 0.1 0.2 0.2
Cl 2.3104 -2.5367 -2.3005 0.0 0.0 -0.1
O 1.5072 -2.2738 0.9907 -0.1 -0.2 0.3
C 0.1843 -1.9658 1.4451 1.2 -0.1 -0.1
C -0.6509 -3.2316 1.2803 -0.4 0.2 -0.1
C -2.1581 -3.0922 1.4115 -0.3 0.2 0.2
C -2.9790 -4.0588 0.5802 0.3 -0.2 0.5
N -2.7810 -2.2771 2.1619 0.3 -0.3 -0.2
C 0.3905 -1.5555 2.9137 -0.7 0.8 0.6
O -0.1423 -0.6351 3.4635 0.1 -0.5 0.0
N 1.3736 -2.3510 3.6610 0.3 -0.6 -0.5
C 0.9575 -3.6053 4.0778 -0.2 0.4 1.0
O 0.1934 -3.8712 4.9495 -0.1 0.0 -0.5
F 1.6089 -4.5901 3.4244 0.3 -0.1 0.0
H -3.7212 5.0028 2.2856 -0.1 0.1 -0.2
H -4.1711 3.3478 2.6572 0.0 0.0 0.1
H -4.2179 3.8763 0.9933 -0.1 0.1 0.0
H -1.5657 4.1209 2.3900 0.2 0.0 -0.2
H -1.8850 3.6656 0.7067 0.0 0.3 0.0
H -1.9386 1.8736 3.1414 0.0 0.0 0.0
H -2.9377 1.5067 1.7486 0.0 0.0 -0.1
H -0.6127 1.9553 0.4418 0.0 -0.1 -0.1
H 0.0233 1.3916 1.9775 0.1 0.0 0.0
H -1.6400 -1.7821 -0.6957 0.0 0.0 0.0
H 0.0150 -2.0885 -1.2078 0.1 0.1 0.0
H 0.0899 0.3981 -1.9395 0.1 -0.1 0.1
H -1.6325 0.4581 -1.5731 0.1 0.1 0.0
H -0.6636 -1.6709 -3.4758 -0.1 -0.1 0.0
H -0.7493 0.0005 -4.0141 -0.1 0.0 -0.1
H -3.6366 -1.5160 -1.9864 -0.2 0.0 -0.1
H -2.4978 -2.6508 -2.6887 -0.1 -0.2 -0.2
H -3.9794 -2.2576 -3.5877 -0.1 0.1 -0.1
H 2.8997 0.8577 1.5356 0.0 0.0 -0.1
H 2.8441 -0.4305 2.7270 -0.2 -0.1 0.0
H 4.1835 0.4777 -1.7777 -0.1 0.0 -0.2
H -0.3251 -4.0232 1.9560 0.1 0.0 0.1
H -0.4329 -3.5937 0.2767 0.1 0.0 0.0
H -2.3436 -4.7905 0.0828 -0.1 0.1 -0.2
H -3.5893 -3.5201 -0.1407 0.0 0.0 -0.1
H -3.6298 -4.6099 1.2609 -0.2 0.1 -0.1
H -2.1304 -1.6715 2.6610 -0.1 0.1 0.0
H 2.2126 -2.4681 3.0992 -0.2 0.0 -0.4
C -4.3809 -5.2676 -8.6575 -0.1 0.0 0.0
O -4.8636 -6.4050 -7.9721 0.1 0.1 0.0
C -4.0227 -7.5482 -8.0420 -0.1 -0.2 0.0
C -3.3527 -7.8359 -6.7161 0.1 0.2 0.1
N -2.3527 -6.8290 -6.3927 -0.2 0.0 0.1
C -1.8187 -6.9023 -5.0345 0.1 0.1 -0.2
C -2.7756 -6.7318 -3.8601 0.1 -0.1 0.2
O -3.3043 -5.4293 -3.7147 -0.1 0.0 0.0
C -4.4239 -5.1299 -4.5241 0.1 0.2 0.0
H -5.1963 -4.5479 -8.7045 0.0 0.0 0.0
H -3.5355 -4.7974 -8.1441 0.0 0.0 0.0
H -4.0765 -5.5185 -9.6782 0.0 0.0 0.0
H -3.2790 -7.4334 -8.8366 0.0 0.0 0.0
H -4.6606 -8.3989 -8.2986 0.0 0.0 0.0
H -2.8597 -8.8114 -6.7784 0.0 0.0 0.0
H -4.1438 -7.9089 -5.9571 0.0 -0.1 0.0
H -2.7523 -5.9108 -6.5336 0.0 0.0 0.0
H -1.0534 -6.1281 -4.9484 0.0 0.0 0.0
H -1.3081 -7.8647 -4.9223 0.0 0.0 0.0
H -2.1976 -6.9142 -2.9508 0.0 0.0 0.0
H -3.5870 -7.4710 -3.8673 0.0 0.0 -0.1
H -5.0648 -6.0019 -4.6815 0.0 0.0 0.0
H -4.1160 -4.7238 -5.4923 -0.1 -0.1 -0.1
H -5.0038 -4.3590 -4.0174 0.0 0.0 0.1
C 2.4857 3.6492 2.5255 -0.1 0.0 -0.1
O 1.4856 4.6437 2.6536 0.1 0.0 0.0
C 1.4659 5.3236 3.8971 -0.2 0.0 0.0
C 1.9397 6.7539 3.7547 0.2 0.0 -0.1
N 3.3668 6.8235 3.4702 -0.1 0.0 -0.1
C 3.8484 8.1452 3.0824 0.1 -0.1 0.1
C 3.2788 8.7912 1.8237 0.0 0.2 0.0
O 3.6589 8.1657 0.6161 0.0 -0.1 0.0
C 2.8940 7.0325 0.2433 0.1 0.0 -0.1
H 2.2495 3.0671 1.6362 0.0 0.0 0.0
H 3.4871 4.0773 2.4025 0.0 0.0 0.1
H 2.4910 2.9781 3.3893 0.0 0.0 0.0
H 2.0550 4.7854 4.6460 0.1 0.0 0.0
H 0.4260 5.3402 4.2378 0.0 0.0 0.0
H 1.7436 7.2860 4.6915 0.0 0.0 0.0
H 1.3287 7.2207 2.9703 -0.1 0.0 0.1
H 3.5884 6.1672 2.7330 0.0 0.0 0.0
H 4.9303 8.0688 2.9497 0.0 0.0 0.0
H 3.6797 8.8273 3.9232 0.0 0.0 0.0
H 3.6892 9.8035 1.7688 0.0 0.0 0.0
H 2.1876 8.8984 1.8689 0.0 -0.1 0.0
H 1.8491 7.1314 0.5490 0.0 0.0 0.0
H 3.3049 6.1081 0.6569 -0.1 0.0 0.0
H 2.9345 6.9550 -0.8427 0.0 0.0 0.0
C -7.7571 0.0882 5.9493 0.0 -0.1 0.0
O -7.9142 -1.0061 5.0725 0.0 0.1 0.0
C -9.1265 -1.0192 4.3351 -0.1 -0.2 0.0
C -8.9008 -0.7099 2.8709 0.1 0.1 0.0
N -8.5261 0.6825 2.6678 0.1 -0.1 0.0
C -8.0763 1.0072 1.3161 -0.1 0.1 0.1
C -6.8370 0.3091 0.7667 0.0 0.0 -0.2
O -5.6317 0.6835 1.3905 0.0 0.0 0.1
C -5.3199 0.0028 2.5953 0.1 0.1 0.0
H -6.9055 -0.1317 6.5905 0.0 0.0 0.0
H -7.5544 1.0241 5.4172 -0.1 0.0 0.0
H -8.6434 0.2251 6.5775 0.0 0.0 0.0
H -9.8534 -0.3261 4.7712 0.0 0.1 0.0
H -9.5367 -2.0303 4.4143 0.0 0.0 0.0
H -9.8318 -0.9033 2.3275 0.0 0.0 0.0
H -8.1430 -1.4120 2.4988 0.0 -0.1 0.0
H -7.7893 0.9222 3.3181 0.0 0.0 0.0
H -7.8808 2.0821 1.2930 0.0 0.0 0.0
H -8.9100 0.8221 0.6292 0.0 0.0 0.0
H -6.7350 0.6181 -0.2776 0.0 0.0 0.0
H -6.9398 -0.7838 0.7597 0.0 0.0 0.1
H -5.6659 -1.0325 2.5799 0.0 0.0 0.0
H -5.7344 0.5228 3.4670 -0.1 -0.1 0.0
H -4.2374 -0.0064 2.6938 0.0 -0.1 0.0
C 12.1657 1.7302 -2.0518 0.0 0.0 -0.1
O 10.9804 1.0798 -2.4512 0.1 0.1 0.1
C 10.6016 -0.0257 -1.6375 -0.1 -0.2 -0.1
C 9.3826 0.2791 -0.7960 0.0 0.2 0.1
N 9.6802 1.2490 0.2494 0.0 0.1 -0.1
C 8.5046 1.7558 0.9601 0.2 0.0 0.1
C 7.4409 2.5045 0.1711 -0.2 0.0 0.1
O 7.8486 3.7772 -0.3137 0.1 0.0 -0.1
C 8.5739 3.7643 -1.5234 -0.1 0.1 0.1
H 12.4535 2.4044 -2.8574 0.0 0.0 0.0
H 12.0314 2.3212 -1.1388 0.0 0.0 0.0
H 12.9779 1.0143 -1.8890 0.0 0.0 0.0
H 11.4393 -0.3430 -1.0084 0.0 0.1 0.0
H 10.3574 -0.8496 -2.3135 0.0 0.0 0.0
H 9.0418 -0.6482 -0.3267 -0.1 0.0 0.0
H 8.5887 0.6182 -1.4746 0.0 -0.1 0.0
H 10.1761 2.0302 -0.1585 0.0 0.0 0.0
H 8.8682 2.4278 1.7420 0.0 0.0 0.0
H 8.0193 0.9147 1.4607 -0.1 0.0 0.0
H 6.6151 2.7003 0.8542 0.0 0.0 0.0
H 7.0240 1.9022 -0.6436 0.1 0.0 -0.1
H 8.2411 2.9616 -2.1875 0.0 0.0 0.0
H 9.6519 3.6670 -1.3565 0.0 -0.1 -0.1
H 8.4016 4.7200 -2.0202 0.0 0.0 0.0

51
Properties=species:S:1:pos:R:3:forces:R:3 method="wB97M-V/def2-TZVPD" e_above_lowest_kcal_mol=0.0 orbital_gap_ev=4.56 total_charge=+1 molar_mass_g_mol=319.468
C -3.8303 6.1730 0.8010 -0.2 -0.4 -0.7
C -2.4432 5.7590 1.1378 0.7 -0.2 0.0
C -2.1628 5.1004 2.3056 -0.8 0.0 1.4
C -0.8667 5.1084 2.8524 -0.8 -0.9 -1.1
H -0.7414 2.8346 2.9187 -0.2 0.5 -1.6
C 0.2542 5.3881 2.0512 1.1 0.8 -0.2
C 1.6529 5.2828 2.6155 0.2 0.1 0.3
C 0.0652 5.9486 0.8177 -0.8 0.0 0.2
C -1.3061 6.1342 0.2437 0.2 0.4 1.1
H -3.8334 6.5695 -0.2251 -0.3 0.0 0.4
H -4.5159 5.3060 0.8640 0.3 0.4 0.0
H -4.1968 6.9355 1.5099 0.2 -0.2 -0.3
H -3.0055 4.7195 2.9269 0.7 0.5 -0.4
H -0.7181 4.8136 3.8881 -0.1 0.1 -0.1
H 1.6493 5.0526 3.6969 0.0 0.1 -0.6
H 2.2710 4.5321 2.1009 -0.4 0.2 0.1
H 2.1470 6.2468 2.4737 0.1 -0.1 0.1
H 0.9185 6.3655 0.2774 -0.3 -0.4 -0.1
H -1.3803 5.5258 -0.6750 -0.1 0.2 -0.1
H -1.4444 7.1907 -0.0414 0.1 -0.2 -0.3
C 3.4196 -2.1787 0.6399 0.3 0.4 0.3
O 3.6076 -0.9007 1.2432 0.2 0.3 0.2
C 2.5876 -0.3451 1.9398 -1.2 0.1 0.1
C 2.7261 1.0097 2.3615 0.5 -1.0 -0.5
C 1.6438 1.6773 2.8858 -0.4 -0.4 -0.1
C 0.3955 1.0432 3.0067 0.2 -0.1 0.2
C -0.7466 1.9112 3.4495 0.0 -0.2 1.4
C -2.1356 1.3569 3.5954 0.0 0.1 -0.4
C -2.9700 1.8449 4.6065 0.3 0.0 -0.2
C -4.2459 1.3433 4.7700 -0.5 -0.1 0.0
C -4.7304 0.3314 3.9293 0.2 -0.1 0.2
C -6.1082 -0.2380 4.1380 -0.1 -0.1 0.1
C -3.9083 -0.1295 2.9018 -0.2 0.1 0.1
C -2.6403 0.3993 2.7152 -0.1 0.2 0.0
C 0.3058 -0.3283 2.7632 -0.3 0.9 0.1
C 1.3619 -1.0170 2.2078 1.5 0.5 -0.4
H 4.3511 -2.3959 0.1132 -0.2 0.0 0.1
H 3.2180 -2.9245 1.3967 0.1 -0.3 0.2
H 2.5879 -2.1563 -0.0488 -0.3 0.0 -0.4
H 3.6846 1.5102 2.2096 -0.2 -0.2 0.1
H 1.7555 2.7091 3.2286 -0.1 -0.3 -0.2
H -0.4748 2.3759 4.3961 0.1 -0.5 0.8
H -2.5965 2.6307 5.2614 -0.1 -0.2 0.1
H -4.8963 1.7321 5.5615 0.3 -0.2 -0.2
H -6.2170 -1.2196 3.6514 0.0 0.4 0.1
H -6.3353 -0.3755 5.2042 0.1 0.1 -0.3
H -6.8465 0.4680 3.7334 0.0 -0.3 0.0
H -4.2482 -0.9289 2.2468 -0.1 0.2 0.1
H -2.0464 0.0500 1.8763 -0.1 0.1 0.2
H -0.6223 -0.8531 2.9596 0.3 0.0 0.0
H 1.2048 -2.0447 1.9305 0.2 -0.2 0.0